Molecular formula: C27H54BF2N8NaO6PS2Si
Method: DFT, the ωB97M-V functional and the def2-TZVPD basis

Geometry as XYZ:
```
103
Properties=species:S:1:pos:R:3
Na -0.60 1.23 -0.71
C 0.97 3.81 2.10
C -0.44 4.11 1.64
C -1.05 5.31 2.00
C -2.34 5.54 1.54
C -2.96 4.62 0.73
C -2.27 3.42 0.35
N -1.02 3.19 0.88
N -2.75 2.49 -0.48
Si -4.27 2.36 -1.18
C -5.61 1.96 0.13
C -4.23 0.94 -2.42
C -4.95 3.83 -2.16
H 1.57 4.73 2.13
H 1.43 3.10 1.42
H 0.96 3.39 3.11
H -0.52 6.04 2.61
H -2.86 6.46 1.81
H -3.95 4.79 0.34
H -5.63 0.88 0.34
H -6.62 2.25 -0.18
H -5.37 2.48 1.07
H -3.47 0.20 -2.15
H -3.97 1.31 -3.42
H -5.21 0.43 -2.50
H -5.13 4.71 -1.53
H -5.90 3.57 -2.64
H -4.24 4.12 -2.94
O -1.41 -0.47 0.77
S -2.89 -0.21 0.72
C -3.69 -1.87 0.65
C -3.91 -2.35 2.08
C -4.38 -1.11 2.84
C -3.39 -0.01 2.48
H -3.03 -2.49 0.04
H -4.64 -1.72 0.12
H -2.97 -2.72 2.50
H -4.65 -3.16 2.13
H -4.42 -1.28 3.92
H -5.38 -0.83 2.50
H -2.44 -0.10 3.02
H -3.78 1.00 2.61
C -1.07 -4.28 -2.98
N -1.31 -2.86 -2.94
C -2.46 -2.42 -3.72
P -0.14 -1.70 -2.63
O -0.75 -0.52 -2.00
N 0.58 -1.34 -4.08
C 0.94 -2.35 -5.06
C 1.33 -0.09 -4.20
N 0.98 -2.48 -1.68
C 0.62 -2.81 -0.31
C 2.20 -3.06 -2.22
H -1.90 -4.81 -2.50
H -0.15 -4.53 -2.44
H -0.99 -4.67 -4.00
H -3.38 -2.87 -3.33
H -2.37 -2.70 -4.78
H -2.56 -1.33 -3.65
H 0.39 -3.27 -4.89
H 2.01 -2.58 -5.03
H 0.71 -1.98 -6.06
H 1.03 0.62 -3.43
H 1.12 0.38 -5.17
H 2.42 -0.26 -4.13
H -0.18 -2.15 0.03
H 1.49 -2.66 0.34
H 0.30 -3.85 -0.21
H 2.78 -2.32 -2.78
H 2.03 -3.93 -2.86
H 2.83 -3.38 -1.38
F 0.47 3.65 -3.61
B 0.79 2.97 -2.44
F 2.16 3.18 -2.24
C 8.00 -0.88 3.40
C 6.54 -1.23 3.65
S 5.58 0.28 3.50
O 6.00 1.15 4.58
O 5.64 0.74 2.14
C 3.90 -0.19 3.89
C 3.19 -1.19 2.98
N 2.80 -0.63 1.69
C 1.71 0.17 1.53
N 1.61 0.63 0.29
C 2.66 0.14 -0.39
C 3.42 -0.64 0.44
N 4.51 -1.44 0.07
O 4.93 -2.27 0.87
O 5.04 -1.23 -0.99
C 0.72 0.43 2.61
H 8.63 -1.74 3.64
H 8.31 -0.04 4.03
H 8.16 -0.61 2.36
H 6.36 -1.58 4.67
H 6.15 -1.93 2.92
H 3.38 0.77 3.90
H 3.96 -0.57 4.92
H 2.27 -1.49 3.48
H 3.79 -2.08 2.81
H 2.83 0.37 -1.44
H 0.20 -0.49 2.86
H -0.01 1.15 2.22
H 1.19 0.84 3.50
```

Results
HOMO-LUMO gap = 4.1 eV
Charge = -1
Spin multiplicity = 1

Molecular formula: C17H25BCoN8O2S2
Method: DFT, the ωB97M-V functional and the def2-TZVPD basis

Geometry as XYZ:
```
56
Properties=species:S:1:pos:R:3
Co 0.31 -0.81 -0.14
N -0.87 -2.39 -0.41
C -2.19 -1.91 -0.89
C -2.04 -0.49 -1.41
O -2.70 -0.06 -2.34
O -1.18 0.21 -0.73
H -0.42 -2.97 -1.11
H -0.99 -2.92 0.45
H -2.87 -1.87 -0.04
H -2.61 -2.57 -1.65
B 3.48 -0.04 1.10
N 2.58 0.97 0.33
C 3.02 2.18 -0.02
C 1.98 2.88 -0.61
C 0.92 2.00 -0.60
N 1.28 0.84 -0.01
N 2.82 -1.45 1.18
C 3.39 -2.45 1.85
C 2.71 -3.63 1.57
C 1.70 -3.24 0.72
N 1.77 -1.92 0.48
H 4.52 -0.12 0.49
H 3.66 0.35 2.23
H 4.03 2.46 0.19
H 2.00 3.89 -1.00
H -0.08 2.11 -0.98
H 4.26 -2.27 2.45
H 2.93 -4.62 1.94
H 0.95 -3.85 0.25
S 1.09 -1.30 -2.29
C 0.31 -0.30 -3.46
N -0.56 -0.88 -4.32
C -1.24 -0.23 -5.29
C -1.04 1.11 -5.47
C -0.12 1.76 -4.64
C 0.55 1.06 -3.65
H -0.72 -1.87 -4.19
H -1.91 -0.83 -5.88
H -1.59 1.63 -6.23
H 0.07 2.81 -4.78
H 1.28 1.55 -3.02
C -1.94 -0.30 4.74
N -1.82 0.69 3.69
C -2.43 2.01 3.81
C -2.14 2.66 2.45
N -1.35 1.63 1.78
C -1.25 0.52 2.50
S -0.45 -0.92 2.03
H -1.64 0.13 5.69
H -1.30 -1.15 4.52
H -2.97 -0.65 4.82
H -1.97 2.56 4.64
H -3.50 1.91 4.02
H -1.57 3.58 2.55
H -3.05 2.87 1.89
H -1.11 1.64 0.80
```

Results
HOMO-LUMO gap (alpha / beta) = 7.6 / 7.6 eV
Charge = +1
Spin multiplicity = 1

Molecular formula: C4H7N2O
Method: DFT, the ωB97M-V functional and the def2-TZVPD basis

Geometry as XYZ:
```
14
Properties=species:S:1:pos:R:3
C 1.02 1.23 -0.11
C -1.19 0.36 -0.71
C -0.89 -0.79 0.21
C 0.49 -0.91 0.53
N -0.27 1.45 -0.48
N 1.44 -0.02 0.11
O -0.11 -1.83 -0.29
H 1.87 1.91 -0.11
H -1.12 -0.14 -1.75
H -2.24 0.46 -0.66
H -1.76 -0.98 0.84
H 1.06 -2.96 2.75
H -0.70 2.30 -0.68
H 2.39 -0.09 0.35
```

Results
HOMO-LUMO gap (alpha / beta) = 8.5 / 9.3 eV
Charge = +1
Spin multiplicity = 1

Calculated values (kcal per mole) of energy relative to the best compared isomer or geometry (same formula, charge and spin) for the records, taken in order: 26.2; 7.5; 162.9.